Record 1
Below is a structure of composition C27H29MoN5S2Si2, with properties calculated with ωB97M-V/def2-TZVPD.

```
66
Properties=species:S:1:pos:R:3:forces:R:3:mulliken_charge:R:1
Mo -0.3882 -0.7022 1.2328 -0.9 -0.4 0.3 -0.28
S -0.6031 -0.9358 3.6341 -0.1 0.1 0.1 -0.23
C -1.7451 -2.2307 3.8281 0.1 0.1 0.6 0.52
C -2.1040 -2.5732 5.1858 0.1 0.1 -0.2 -0.18
N -2.3823 -2.8206 6.2743 0.1 0.0 -0.2 -0.45
C -2.2603 -2.9063 2.7862 -0.3 -0.4 -0.2 0.86
S -1.8826 -2.5096 1.1250 0.2 0.0 0.0 -0.41
C -3.1702 -4.0077 2.9747 0.1 0.1 0.0 -0.29
N -3.8961 -4.8927 3.0932 0.1 0.1 0.0 -0.44
N -4.4472 4.6796 -6.6889 0.1 -0.1 0.1 -0.51
C -4.0129 4.0727 -5.8140 0.0 -0.1 0.1 -0.13
C -3.4619 3.3101 -4.7128 0.0 0.2 -0.2 0.62
C -3.9865 2.0618 -4.3985 -0.1 -0.1 0.0 -0.97
C -3.4469 1.3338 -3.3514 0.0 0.0 0.0 -0.09
C -2.3913 1.8525 -2.6077 -0.1 0.0 0.1 -1.34
C -1.8744 3.1066 -2.9205 0.0 0.0 0.0 -0.03
C -2.4022 3.8327 -3.9742 0.0 0.0 0.0 -0.97
C -1.8081 1.0749 -1.4784 0.0 0.1 0.0 1.57
C -1.1205 -0.0776 -1.8001 -0.2 0.0 0.1 -0.59
C -0.9010 -0.6270 -3.0918 0.0 0.0 -0.1 -0.28
C -0.1404 -1.7565 -2.9239 0.1 -0.1 0.0 -1.40
C 0.0967 -1.8660 -1.5357 0.0 0.2 0.1 -0.82
N -0.4793 -0.8713 -0.8549 0.2 -0.4 -1.0 1.35
C -1.9868 1.5831 -0.1826 0.0 -0.1 0.2 0.44
C -2.7855 2.6839 0.1650 0.0 0.1 -0.1 -0.57
C -2.7711 2.7981 1.5462 0.0 0.0 0.1 -1.42
C -1.9705 1.7638 2.0207 0.1 0.1 -0.2 -0.54
N -1.4796 1.0143 1.0018 -0.1 0.4 -0.2 0.86
H -4.8153 1.6673 -4.9718 0.0 0.0 0.0 0.46
H -3.8517 0.3608 -3.0973 0.0 0.1 0.0 0.53
H -1.0489 3.5054 -2.3423 0.0 0.0 0.0 0.51
H -2.0019 4.8052 -4.2292 0.0 0.0 0.0 0.45
H -1.2665 -0.2129 -4.0195 0.0 0.0 0.1 0.61
H 0.2233 -2.4287 -3.6876 0.0 0.1 0.1 0.48
H 0.6644 -2.6256 -1.0172 0.0 0.0 0.0 0.51
H -3.3225 3.3056 -0.5362 0.0 -0.1 0.1 0.57
H -3.2923 3.5238 2.1527 0.1 -0.1 -0.1 0.45
H -1.7306 1.5286 3.0431 0.0 -0.1 0.0 0.51
C 3.7448 1.5474 1.0333 0.3 0.1 0.2 -1.15
Si 2.6502 0.4951 -0.0457 -0.2 -0.2 -0.1 -0.18
C 1.5292 1.6330 -1.0052 -0.2 0.2 -0.1 -0.85
C 3.6821 -0.4357 -1.2861 0.1 -0.1 -0.2 -1.09
C 1.6685 -0.6068 1.1388 -0.4 0.0 0.2 0.95
Si 2.5834 -1.9341 2.1639 -0.1 0.1 0.0 0.00
C 3.1950 -1.1433 3.7307 0.1 0.1 0.2 -1.03
C 4.0269 -2.6402 1.2180 0.2 0.0 -0.2 -1.07
C 1.5095 -3.4066 2.5718 -0.1 -0.2 0.1 -0.89
H 4.2852 2.2873 0.4310 -0.1 -0.1 0.1 0.36
H 4.4871 0.9336 1.5571 -0.1 0.1 0.0 0.26
H 3.1603 2.0840 1.7876 0.1 0.0 -0.1 0.33
H 2.1147 2.4798 -1.3835 -0.1 -0.1 0.0 0.55
H 0.7218 2.0357 -0.3823 0.1 0.0 -0.1 0.14
H 1.0821 1.1200 -1.8632 0.1 0.1 0.1 0.22
H 3.8959 0.2253 -2.1346 0.0 -0.1 0.1 0.42
H 3.1614 -1.3168 -1.6745 0.1 0.1 0.0 0.31
H 4.6358 -0.7588 -0.8678 0.0 0.0 0.0 0.37
H 1.2556 0.1378 1.8936 0.9 0.4 0.4 0.12
H 3.9596 -0.3880 3.5234 -0.1 -0.1 0.0 0.28
H 3.6318 -1.8958 4.3971 0.0 0.1 -0.1 0.37
H 2.3716 -0.6621 4.2659 0.1 0.0 0.0 0.30
H 4.8560 -1.9349 1.1071 -0.1 -0.1 0.0 0.25
H 3.7422 -2.9939 0.2225 0.0 0.0 0.1 0.34
H 4.3949 -3.5015 1.7859 0.0 0.1 -0.1 0.40
H 0.9250 -3.2435 3.4821 0.1 -0.1 -0.2 0.22
H 2.1594 -4.2731 2.7362 -0.1 0.0 0.0 0.46
H 0.8135 -3.6644 1.7695 0.0 0.0 0.0 0.26
```
Forces are in eV/Å.

For the HOMO energy (alpha / beta), the calculation gives -8.48 / -8.63 eV. As for the net charge: 0. Its spin multiplicity is 3. The value obtained for the HOMO-LUMO gap (alpha / beta) is 6.56 / 6.55 eV.

Record 2
Below is an isolated molecule of C27H29N5O4, with properties calculated with ωB97M-V/def2-TZVPD.

```
65
Properties=species:S:1:pos:R:3:forces:R:3:mulliken_charge:R:1
C -2.7414 -3.7909 0.7327 0.2 0.1 -0.2 -1.54
C -1.3375 -3.6267 0.1587 0.2 0.1 0.2 0.79
C -0.3853 -4.6760 0.7261 -0.1 0.2 -0.2 -1.51
C -0.8193 -2.2177 0.4618 -0.7 -0.2 -0.1 -0.46
O 0.4480 -1.9720 -0.1502 0.5 -0.2 0.0 -0.25
C 0.4301 -1.5841 -1.4205 -0.3 0.0 -0.2 0.24
O -0.5585 -1.4626 -2.0907 0.1 -0.1 -0.1 -0.61
C 1.8600 -1.3435 -1.9106 0.0 -0.1 0.5 0.35
C 1.9060 -0.8080 -3.2506 -0.1 -0.1 -0.3 -0.22
N 1.9939 -0.3763 -4.3054 0.0 0.2 -0.5 -0.61
C 2.6631 -0.4686 -0.9570 0.4 -0.3 0.1 -0.08
N 3.8970 -0.8405 -0.7994 -0.2 -0.1 -0.3 -0.57
C 4.6572 -0.2284 0.1380 -0.2 0.4 0.4 0.15
C 6.0084 -0.5729 0.2971 0.2 0.1 0.2 -0.59
C 6.7344 -0.0028 1.3093 0.1 -0.2 -0.3 -0.52
C 6.1370 0.9113 2.1907 -0.2 0.2 0.1 -0.52
C 4.8205 1.2629 2.0580 0.2 0.0 0.0 -0.63
C 4.0545 0.7111 1.0143 0.4 -0.4 -0.4 0.13
N 2.7749 1.0899 0.8388 -0.4 0.1 -0.4 -0.35
C 2.0859 0.5862 -0.1691 0.5 0.3 0.8 1.03
N 0.7851 0.9738 -0.3097 -0.1 -0.1 0.0 0.39
C 0.1400 1.6337 0.8108 -0.1 0.1 0.4 -0.39
C 0.1148 3.1598 0.6425 0.1 -0.2 0.1 -1.26
N -0.4467 3.5877 -0.6199 0.0 0.2 0.0 0.31
C -1.8871 3.7597 -0.6888 0.1 0.0 0.0 -1.82
C -2.7390 2.5229 -0.4930 -0.2 0.0 -0.1 1.26
C -3.0667 1.7110 -1.5703 -0.1 0.2 0.2 -0.67
C -3.7706 0.5183 -1.4168 -0.1 -0.3 0.2 -0.72
C -4.1496 0.1793 -0.1415 0.2 0.4 0.4 0.72
C -3.8601 1.0050 0.9453 0.0 -0.3 -0.4 1.16
C -3.1598 2.1759 0.7963 -0.3 -0.2 0.0 -1.20
O -4.3633 0.4440 2.0909 0.3 0.4 -0.1 -0.52
C -5.0194 -0.7371 1.6853 -0.7 -0.8 0.8 -0.29
O -4.8339 -0.9260 0.2993 0.2 0.1 -0.5 -0.49
C 0.2020 2.9057 -1.7134 0.1 -0.3 -0.1 -1.45
C 0.2202 1.3693 -1.5840 -0.2 0.4 -0.4 0.70
H -3.1166 -4.7883 0.5191 -0.1 -0.1 0.0 0.46
H -2.7266 -3.6545 1.8126 0.0 0.0 0.2 0.33
H -3.4252 -3.0674 0.2955 -0.1 0.1 0.0 0.27
H -1.3861 -3.7355 -0.9298 0.0 0.1 0.1 0.20
H -0.3646 -4.6196 1.8127 0.0 0.0 0.2 0.34
H 0.6248 -4.5173 0.3556 0.1 -0.1 0.0 0.32
H -0.7066 -5.6738 0.4382 0.0 -0.1 0.0 0.43
H -0.6474 -2.0863 1.5321 0.0 0.0 -0.1 0.67
H -1.5345 -1.4701 0.1021 0.1 0.0 0.1 0.01
H 2.3737 -2.3145 -1.9349 -0.1 0.2 0.1 0.64
H 6.4447 -1.2799 -0.3912 0.0 -0.1 -0.1 0.45
H 7.7761 -0.2564 1.4380 0.1 0.0 0.0 0.39
H 6.7321 1.3433 2.9821 0.0 0.0 0.1 0.39
H 4.3510 1.9743 2.7195 -0.1 0.1 0.1 0.46
H -0.8815 1.2452 0.8655 0.1 0.0 0.0 -0.13
H 0.6832 1.3708 1.7180 -0.2 0.0 0.0 0.87
H 1.1472 3.5243 0.6821 0.0 0.0 0.1 0.44
H -0.4452 3.6140 1.4606 0.0 0.0 0.1 0.39
H -2.1029 4.1969 -1.6676 -0.1 0.0 0.1 0.49
H -2.1479 4.4974 0.0764 -0.1 0.0 -0.1 0.44
H -2.7671 2.0063 -2.5647 0.1 0.0 -0.1 0.26
H -4.0000 -0.1139 -2.2573 0.0 -0.1 -0.1 0.45
H -2.9426 2.8006 1.6473 0.1 0.1 0.1 0.42
H -4.6037 -1.5965 2.2330 0.0 0.2 -0.2 0.24
H -6.0971 -0.6546 1.9050 0.3 0.0 -0.1 0.29
H 1.2402 3.2599 -1.7434 0.0 0.0 -0.1 0.33
H -0.2810 3.1791 -2.6523 0.0 0.0 -0.1 0.48
H -0.7976 0.9761 -1.6515 0.3 0.0 -0.1 -0.22
H 0.8064 0.9670 -2.4079 -0.1 0.0 0.0 -0.03
```
Forces are in eV/Å.

For the HOMO energy, the calculation gives -7.69 eV. As for the SMILES: CC(C)COC(=O)[C@@H](C#N)c1nc2ccccc2nc1N1CCN(Cc2ccc3c(c2)OCO3)CC1. As for the net charge: 0. The value obtained for the HOMO-LUMO gap is 7.58 eV.

Record 3
Below is a structure of composition C27H29N6O4Ru, with properties calculated with ωB97M-V/def2-TZVPD.

```
67
Properties=species:S:1:pos:R:3:forces:R:3:mulliken_charge:R:1
Ru -0.0641 -0.0073 -0.2083 -1.7 0.2 -0.2 -0.53
C 1.4026 -2.6746 1.1935 0.0 0.0 0.1 -0.37
C 0.2965 -2.3458 2.2158 0.1 0.0 -0.1 -1.11
C 0.2321 -0.9484 2.8152 0.1 0.0 0.0 -1.52
N -0.0316 0.1404 1.8744 0.1 -0.7 0.4 0.91
C -0.1390 1.3561 2.3386 0.1 0.3 0.1 0.94
C -0.0469 1.6693 3.7360 0.0 -0.1 -0.2 -1.02
C -0.0593 2.8640 4.3988 0.0 0.1 0.1 -0.67
C -0.0912 4.1786 3.9171 0.0 0.1 0.0 -0.69
C -0.1695 4.5456 2.6011 0.0 0.1 0.1 -0.68
C -0.3267 3.7588 1.4589 0.0 -0.2 -0.1 -0.84
C -0.4048 2.3754 1.2932 -0.3 0.3 0.1 1.13
N -0.7366 1.8355 0.1100 0.9 0.2 -0.1 0.57
C -1.1380 2.6758 -1.0183 0.0 -0.2 0.2 -1.27
C -1.7196 1.8316 -2.1525 0.0 0.1 0.1 -0.87
C -0.6661 1.1761 -3.0201 0.0 -0.1 0.0 -1.15
N 0.2363 0.3961 -2.1948 -0.3 0.0 -0.3 0.57
C 1.3460 -0.0720 -2.6918 0.4 -0.1 -0.1 0.94
C 1.5847 -0.1319 -4.1029 -0.1 0.2 0.2 -0.84
C 2.6956 -0.4780 -4.8138 0.2 -0.1 -0.1 -0.53
C 3.9527 -0.9137 -4.3740 0.0 0.0 -0.1 -0.68
C 4.3127 -1.1474 -3.0724 0.1 -0.1 -0.1 -0.84
C 3.5881 -0.9920 -1.8906 -0.1 0.0 0.1 -0.73
C 2.3100 -0.4860 -1.6531 0.3 -0.1 0.1 1.60
N 1.8537 -0.2748 -0.3995 0.1 0.1 -0.1 0.08
C 2.7037 -0.4797 0.7738 0.0 0.0 -0.1 -1.54
C 2.7272 -1.9241 1.3152 0.0 0.0 -0.1 -0.79
H 1.6006 -3.7460 1.2724 0.0 0.0 0.0 0.59
H 1.0254 -2.5354 0.1830 0.0 -0.1 0.0 0.18
H -0.6688 -2.5973 1.7677 0.0 0.0 0.1 0.03
H 0.4141 -3.0016 3.0834 0.0 -0.1 0.0 0.53
H -0.5492 -0.9663 3.5818 0.0 0.0 0.0 0.71
H 1.1739 -0.7507 3.3436 0.0 0.0 0.0 0.63
H 0.0510 0.8165 4.3888 -0.1 -0.1 0.0 0.38
H -0.0018 2.7697 5.4787 0.0 0.0 0.0 0.34
H -0.0384 4.9732 4.6501 0.0 0.0 0.0 0.34
H -0.1318 5.6136 2.4103 0.0 0.0 0.0 0.34
H -0.4054 4.3205 0.5386 0.0 0.0 0.0 0.39
H -1.9115 3.3693 -0.6734 0.0 0.1 0.0 0.63
H -0.2965 3.2796 -1.3834 0.0 0.0 0.0 0.43
H -2.3517 1.0610 -1.7112 -0.1 0.0 -0.1 0.01
H -2.3515 2.4514 -2.7915 0.0 0.1 0.1 0.52
H -1.1621 0.5738 -3.7890 0.0 -0.1 0.0 0.47
H -0.0869 1.9510 -3.5365 0.0 0.0 -0.1 0.59
H 0.7336 0.1387 -4.7118 0.0 0.1 0.0 0.28
H 2.5778 -0.4108 -5.8907 0.0 0.0 0.0 0.34
H 4.6990 -1.1065 -5.1338 0.0 0.0 0.0 0.33
H 5.3240 -1.5137 -2.9277 0.0 0.0 0.0 0.33
H 4.1308 -1.2866 -1.0037 0.0 0.0 0.0 0.12
H 3.7247 -0.1638 0.5459 0.0 0.1 0.0 0.57
H 2.3405 0.2012 1.5387 0.0 0.0 0.0 0.34
H 3.4745 -2.4935 0.7568 0.0 0.0 0.0 0.40
H 3.0707 -1.8915 2.3542 0.1 0.0 0.0 0.48
O -4.5175 -3.9689 -0.6246 -0.4 0.1 0.2 -0.55
C -4.9881 -2.8575 -0.0862 0.1 -0.1 -0.1 0.33
O -6.1362 -2.7212 0.2578 0.0 0.0 0.0 -0.62
C -4.0151 -1.7442 0.0927 -0.1 0.0 0.2 0.20
C -4.3188 -0.5454 0.6977 0.1 0.0 0.0 -0.38
N -3.1868 0.1869 0.7127 0.0 0.0 0.1 -0.45
N -2.1737 -0.4758 0.1520 0.1 0.4 -0.3 1.12
C -2.6492 -1.6401 -0.2258 -0.2 -0.1 0.1 -0.78
C -1.6677 -2.5441 -0.8799 0.0 0.0 -0.1 0.86
O -2.0065 -3.7033 -1.1433 0.2 0.0 -0.1 -0.90
O -0.5586 -1.9806 -1.1106 0.6 -0.3 0.3 -0.28
H -3.5398 -3.9012 -0.8304 0.2 -0.1 -0.1 0.42
H -5.2530 -0.1927 1.1004 0.0 0.0 0.0 0.55
H -3.0223 1.1042 1.0968 0.0 0.0 -0.1 0.09
```
Forces are in eV/Å.

For the HOMO energy (alpha / beta), the calculation gives -7.05 / -7.34 eV. As for the net charge: 0. Its spin multiplicity is 2. The value obtained for the HOMO-LUMO gap (alpha / beta) is 6.77 / 6.60 eV.